Here is a molecular structure, C4H10O3 in a non-equilibrium geometry from the OMol25 dataset. Energies are from ωB97M-V with the def2-TZVPD basis set.

Results
Relative energy (zero: lowest compared OMol25 entry of this formula, charge and spin)   190.3 kcal per mole
Gap between HOMO and LUMO   8.51 eV
Net charge   0
HOMO   -0.3032 Eh
Energy   -383.84630 a.u.
Strongest force on any atom   2.48 eV Å⁻¹

```
17
Properties=species:S:1:pos:R:3:nbo_charge:R:1
C -0.22793 1.63700 -0.40820 -0.12
O 1.03489 2.08544 -0.13842 -0.68
H 1.21217 1.95060 0.80616 0.49
H -0.45718 1.73178 -1.46778 0.19
H -1.00568 1.97579 0.27475 0.18
H -0.53534 0.35558 -0.42832 0.24
C 1.29939 -1.11408 -0.72259 -0.70
C 0.23150 -0.62440 0.18982 0.26
C 0.21720 -0.63389 1.51980 -0.60
O -1.37957 -1.12758 -0.70816 -0.41
O -2.44837 -0.76344 0.20986 -0.49
H -3.04808 -0.31987 -0.40703 0.46
H 1.88701 -0.28740 -1.12948 0.24
H 1.97889 -1.77678 -0.18217 0.24
H 0.86500 -1.67229 -1.55373 0.24
H 1.01089 -1.13549 2.05981 0.23
H -0.63480 -0.28096 2.08568 0.23
```

---

Here is a single C19H20FNO3 molecule from the OMol25 dataset. Energies are from ωB97M-V with the def2-TZVPD basis set.

Results
Relative energy (zero: lowest compared OMol25 entry of this formula, charge and spin)   0.0 kcal per mole
Gap between HOMO and LUMO   9.68 eV
Net charge   0
HOMO   -0.3297 Eh
SMILES   C[C@@H](CCc1ccccc1)NC(=O)COC(=O)c1ccc(F)cc1
Energy   -1116.40645 a.u.
Strongest force on any atom   0.73 eV Å⁻¹

```
44
Properties=species:S:1:pos:R:3:nbo_charge:R:1
C -3.28459 -3.01015 -0.45588 -0.61
H -3.91181 -3.03264 0.43349 0.20
H -3.87544 -3.33999 -1.30568 0.21
H -2.45857 -3.70315 -0.31875 0.22
C -2.74825 -1.59934 -0.69646 -0.06
N -1.85977 -1.22529 0.38740 -0.62
C -0.54565 -0.98926 0.22397 0.68
O 0.04324 -1.06897 -0.82740 -0.62
C 0.16051 -0.59363 1.53216 -0.18
H 0.20369 -1.46722 2.19481 0.22
H -0.35654 0.23733 2.01435 0.22
O 1.46277 -0.14105 1.23789 -0.50
C 2.35109 -1.10059 0.92137 0.81
O 2.14613 -2.27686 1.08931 -0.60
C 3.61939 -0.53645 0.40060 -0.19
C 4.65806 -1.41395 0.09736 -0.14
C 5.85450 -0.93542 -0.39888 -0.29
C 5.99307 0.42921 -0.58747 0.42
C 4.97449 1.32166 -0.29763 -0.30
C 3.78184 0.83176 0.19807 -0.14
H 2.96948 1.50116 0.43031 0.23
H 5.12622 2.37666 -0.46391 0.23
F 7.15733 0.90630 -1.06941 -0.32
H 6.67196 -1.59593 -0.64091 0.23
H 4.50519 -2.47019 0.25665 0.24
H -2.27045 -1.14083 1.30375 0.39
H -2.13231 -1.58871 -1.60087 0.23
C -3.89064 -0.58646 -0.82466 -0.39
H -4.65771 -1.01224 -1.47389 0.21
H -4.33783 -0.43260 0.16036 0.19
C -3.44965 0.75848 -1.41503 -0.44
C -2.42298 1.47678 -0.58332 0.09
C -2.73534 1.92683 0.69470 -0.27
C -1.79400 2.59166 1.45999 -0.21
C -0.52483 2.82340 0.95464 -0.24
C -0.20714 2.38792 -0.31970 -0.19
C -1.15002 1.72081 -1.08162 -0.24
H -0.88894 1.37852 -2.07170 0.22
H 0.77713 2.56598 -0.72583 0.21
H 0.20914 3.34372 1.55242 0.21
H -2.05299 2.93640 2.45140 0.21
H -3.72809 1.76379 1.09173 0.21
H -4.33494 1.39369 -1.51272 0.22
H -3.04674 0.58888 -2.41495 0.21
```

---

Here is 5 unconnected molecules or ions with the total composition C22H57BFNO20P4 in a non-equilibrium geometry from the OMol25 dataset. Energies are from ωB97M-V with the def2-TZVPD basis set.

Results
Gap between HOMO and LUMO   9.47 eV
Net charge   0
HOMO   -0.3615 Eh
SMILES   CC(=O)NCCCCB(F)COCOCCO.COP(=O)(OC)OC.COP(=O)(OC)OC.COP(=O)(OC)OC.COP(=O)(OC)OC
Energy   -3922.32454 a.u.
Strongest force on any atom   5.39 eV Å⁻¹

```
106
Properties=species:S:1:pos:R:3:mulliken_charge:R:1
C 0.49438 -0.20512 1.69555 -0.47
C -0.74344 0.31416 1.01768 0.47
O -1.80790 -0.23691 1.21851 -0.64
N -0.67739 1.42575 0.20322 -0.16
C 0.56581 2.19314 0.11257 -1.49
C 1.68679 1.60651 -0.76230 1.29
C 1.26353 0.54075 -1.74689 -0.70
C 2.47633 0.07950 -2.59830 -0.20
B 2.55500 -1.46158 -2.67956 0.28
F 2.12287 -2.06368 -3.78870 -0.26
C 3.05929 -2.42071 -1.53478 -0.50
O 4.31623 -1.98527 -1.04441 -0.32
C 4.70493 -2.53065 0.18334 -0.42
O 5.16406 -1.54968 1.06532 -0.46
C 4.52327 -0.29862 0.93108 0.83
C 4.64888 0.49152 2.22861 -0.60
O 5.27283 1.75826 2.00939 -0.55
H 0.24203 -1.07536 2.28142 0.41
H 0.99601 0.55256 2.28525 0.28
H 1.18403 -0.52235 0.91641 -0.32
H -1.08341 1.24131 -0.70175 0.33
H 0.32868 3.17758 -0.26809 0.37
H 0.93466 2.34311 1.12010 0.43
H 2.52196 1.23703 -0.16832 -0.79
H 2.08508 2.41820 -1.34301 0.17
H 0.77091 -0.30611 -1.27118 0.36
H 0.56567 0.97795 -2.45745 0.51
H 3.40869 0.51030 -2.23912 0.27
H 2.36397 0.44692 -3.61599 -0.26
H 3.16040 -3.44003 -1.91280 0.34
H 2.29019 -2.46510 -0.75328 0.33
H 5.50786 -3.24532 0.01734 0.29
H 3.87690 -3.07775 0.64736 0.36
H 4.97190 0.26735 0.11608 0.33
H 3.46600 -0.40418 0.68511 -0.45
H 3.66184 0.69737 2.63922 0.14
H 5.24755 -0.07987 2.92474 0.41
H 4.80641 2.16361 1.27478 0.26
C 4.45644 4.27475 -8.36974 -0.74
O 4.30035 3.76541 -7.03533 -0.27
P 4.10361 2.17137 -6.95591 1.15
O 5.03671 1.55820 -7.90312 -0.76
O 2.55822 2.22412 -7.50482 -0.42
C 1.62726 3.17319 -6.97920 -0.59
O 3.82237 1.01958 -5.88628 -0.19
C 3.38688 -0.24162 -6.42565 -0.45
H 4.20659 5.33243 -8.31662 0.24
H 5.48493 4.15679 -8.69812 0.26
H 3.78468 3.77285 -9.06203 0.38
H 1.43833 3.94627 -7.72473 0.26
H 1.98066 3.65146 -6.06639 0.16
H 0.69591 2.65111 -6.76491 0.35
H 4.23796 -0.78471 -6.82972 0.28
H 2.62938 -0.11297 -7.19467 0.34
H 2.96468 -0.81332 -5.60546 0.07
C 0.86037 6.04877 -4.10065 -0.80
O 2.20526 5.55830 -4.24545 -0.14
P 3.01745 5.41206 -2.86422 1.11
O 2.01778 4.82605 -1.95261 -0.59
O 3.28742 6.98296 -2.61276 -0.40
C 3.80653 7.81384 -3.66562 -0.70
O 4.39804 4.84029 -2.29855 -0.39
C 4.61731 5.05165 -0.89320 -0.54
H 0.58172 6.44201 -5.07605 0.26
H 0.19317 5.23685 -3.82720 0.23
H 0.80753 6.84016 -3.35687 0.42
H 3.01636 8.46954 -4.02729 0.24
H 4.19105 7.23315 -4.50296 0.32
H 4.61179 8.41678 -3.25382 0.28
H 4.06081 4.30975 -0.32413 0.10
H 4.32430 6.05270 -0.58810 0.33
H 5.68416 4.92145 -0.73044 0.27
C -4.66783 -0.13624 2.07320 -0.47
O -5.54738 -1.26278 1.83449 -0.33
P -6.58043 -1.54266 2.98804 1.04
O -7.17564 -0.32446 3.53039 -0.70
O -5.54143 -2.19759 4.06307 -0.30
C -4.49459 -3.07754 3.63720 -0.40
O -7.62755 -2.73140 2.93777 -0.38
C -8.28100 -2.99274 4.18636 -0.31
H -3.79872 -0.27723 1.43356 0.24
H -5.17586 0.78969 1.81571 0.35
H -4.34888 -0.10361 3.11274 0.24
H -3.53861 -2.55864 3.70718 0.23
H -4.63225 -3.41809 2.61157 0.36
H -4.47947 -3.93745 4.30407 -0.01
H -9.08433 -2.27684 4.34727 0.27
H -7.57415 -2.95903 5.00817 0.02
H -8.70108 -3.99369 4.12326 0.24
C -4.72828 -8.32674 5.80584 -0.68
O -5.75547 -7.32849 5.67130 -0.34
P -5.44664 -5.97109 6.42115 1.00
O -4.05243 -5.56278 6.27613 -0.68
O -5.72711 -6.48783 7.94364 -0.39
C -6.81372 -7.37141 8.22531 -0.73
O -6.42592 -4.74433 6.41753 -0.14
C -6.13664 -3.68189 7.34549 -0.75
H -5.20494 -9.27887 5.58637 0.24
H -3.93183 -8.14239 5.09079 0.26
H -4.32520 -8.34192 6.81605 0.35
H -6.42459 -8.36620 8.44314 0.26
H -7.51680 -7.44525 7.39681 0.35
H -7.33902 -6.99592 9.10141 0.28
H -5.35166 -3.04979 6.93838 0.26
H -5.84583 -4.07322 8.31673 0.42
H -7.05354 -3.10742 7.44539 0.25
```

---

Here is 2 unconnected molecules or ions with the total composition C5H14 in a non-equilibrium geometry from the OMol25 dataset. Energies are from ωB97M-V with the def2-TZVPD basis set.

Results
Relative energy (zero: lowest compared OMol25 entry of this formula, charge and spin)   8.1 kcal per mole
Gap between HOMO and LUMO   12.53 eV
Net charge   0
HOMO   -0.4184 Eh
SMILES   CCC.CC
Energy   -198.87629 a.u.
Strongest force on any atom   1.03 eV Å⁻¹

```
19
Properties=species:S:1:pos:R:3:nbo_charge:R:1
C -0.78804 -2.27061 1.14709 -0.62
C -1.21526 -2.30557 -0.32723 -0.62
H -1.43121 -2.86899 1.79031 0.21
H 0.25112 -2.59548 1.18919 0.20
H -0.73170 -1.30985 1.66364 0.20
H -2.23211 -2.66338 -0.50043 0.21
H -0.61070 -3.03791 -0.85600 0.21
H -1.17734 -1.29376 -0.72515 0.21
C 0.22572 1.45738 -0.41456 -0.40
C 1.49789 0.63649 -0.41576 -0.61
C 0.35581 2.94657 -0.11140 -0.61
H -0.22836 1.33913 -1.40392 0.19
H -0.43866 0.95684 0.29383 0.19
H 2.16389 0.88194 -1.24105 0.20
H 1.18895 3.39832 -0.64057 0.20
H 1.22575 -0.41263 -0.58303 0.21
H 2.07231 0.57996 0.50713 0.20
H -0.56570 3.48434 -0.34307 0.21
H 0.43763 3.07721 0.97098 0.20
```

---

The highest energy belongs to which entry? C5H14